{
  "formula": "C45H68N3O6",
  "method": "ωB97M-V/def2-TZVPD",
  "elements": ["C", "O", "C", "C", "N", "H", "H", "C", "C", "H", "H", "O", "C", "C", "H", "C", "H", "C", "H", "C", "H", "H", "H", "C", "H", "C", "C", "H", "H", "H", "H", "H", "H", "H", "H", "H", "C", "C", "H", "H", "H", "H", "H", "C", "H", "H", "C", "H", "H", "H", "H", "C", "N", "C", "H", "C", "H", "C", "C", "H", "C", "C", "O", "C", "O", "H", "H", "C", "C", "H", "N", "C", "C", "H", "H", "O", "H", "C", "C", "H", "H", "C", "C", "H", "H", "H", "H", "H", "H", "H", "H", "H", "H", "C", "C", "C", "H", "H", "H", "C", "H", "H", "H", "C", "C", "C", "C", "H", "C", "C", "H", "O", "H", "C", "H", "H", "C", "H", "H", "H", "H", "H"],
  "xyz": [[0.8185, -1.1580, 0.4597], [-1.2470, -3.7698, -4.2238], [-1.9815, 2.5187, 7.0412], [-0.8645, -2.7505, 1.1286], [-0.8103, -3.6350, -5.4203], [-2.9031, -1.6808, -7.2608], [-1.1340, -3.3158, 3.1437], [-4.1681, 1.9762, 8.1414], [-1.5617, -3.9349, -7.8059], [6.1687, 3.8844, 0.1279], [1.5131, -4.1933, -4.2238], [2.4677, -0.0845, 1.8210], [-3.7700, -3.0537, 2.6514], [-1.0016, -1.6704, -1.0347], [-3.9155, -4.0180, -6.7239], [-5.6072, -4.4685, 1.9405], [3.1366, 6.4415, -3.9405], [4.9944, 4.7389, -4.5784], [-2.4996, 0.7797, 9.9297], [2.8803, -0.0852, -0.5315], [-2.4597, 2.8007, 6.0981], [-3.2412, 3.9155, 8.0744], [2.2193, -2.5732, -4.3208], [-1.4981, -2.5665, -0.0991], [3.3003, 3.5317, -3.9571], [5.1646, 3.7572, -1.7914], [6.0984, 6.8525, -3.8894], [-0.5348, -1.0264, -7.5277], [-5.5666, -0.0876, 7.0184], [-0.8653, -4.6771, 2.0513], [-2.6408, -5.8102, 1.0439], [4.4207, 5.2118, -5.3781], [-4.7965, -1.4198, 7.8820], [-5.7455, -0.2194, 8.7705], [5.6025, 7.4222, -4.6779], [4.4200, 2.7189, -5.0243], [-5.0561, -0.3620, 7.9376], [-0.9890, -0.9656, -6.5345], [0.8728, -2.6961, -7.6397], [-0.5005, -4.0015, -8.0054], [1.4983, -4.1342, -6.8205], [2.7616, 0.3697, -2.6005], [3.2867, 5.9910, -2.2499], [-3.2914, -1.7922, 3.3194], [-6.6731, -4.6508, 1.8787], [2.2542, -2.5583, -6.5820], [2.0891, -0.4136, 0.7151], [-2.4263, 2.8028, 9.1464], [4.6311, 1.8776, -2.6561], [-1.5789, 1.1433, 4.7756], [-0.7873, -0.2879, 5.4407], [0.0202, -1.3213, -5.4462], [5.7455, 5.0655, -2.2452], [-3.1590, -4.1139, -5.9426], [-4.8315, 2.1921, 8.9820], [-5.1322, -3.3259, 2.5663], [5.9895, 4.5349, -4.9859], [0.1605, -0.9664, -0.7608], [-3.3533, -5.1115, 1.4692], [3.9902, 7.4791, -2.7993], [-2.2131, -1.8734, -6.4369], [6.0598, 3.1854, -0.7022], [-3.4246, 0.0457, 5.9412], [3.7630, 3.8942, -1.1766], [7.0247, 5.0363, -2.2882], [3.4994, 2.9430, -0.7123], [-5.8379, -2.6223, 2.9947], [-0.5468, 0.6390, 8.0160], [-0.9646, 0.7770, 5.5942], [-1.0620, 3.1029, 7.1111], [-2.8398, 0.1996, 7.0696], [-3.8151, 0.4891, 8.1764], [5.1465, 5.7529, -3.4342], [6.1251, 2.5524, -3.2907], [3.7508, 4.6607, -0.4005], [0.0869, 0.6345, -2.5233], [-1.5042, -1.5304, -1.9844], [-2.8721, -3.9681, 2.0980], [-1.5985, 1.0342, 6.9569], [5.5956, 2.2742, -0.3249], [-2.7476, -1.6200, -5.5161], [1.2987, -3.0672, -6.7121], [-2.9334, 2.8737, 8.1801], [-5.0692, -6.2643, 0.8890], [7.0523, 2.9359, -1.0694], [0.9182, -0.7052, -5.5357], [-1.3057, 0.0708, -6.4069], [-4.1010, 0.1795, 10.2799], [-1.9510, -4.9482, -7.9092], [2.9821, 4.1160, -1.8987], [4.6449, -0.7831, -0.2912], [-2.3977, -3.1224, -0.3377], [-0.0034, 1.2932, 5.5646], [-3.2793, 0.1167, 9.5662], [0.2960, -2.0281, 1.4015], [2.2420, 0.1078, -1.6870], [-2.9021, -0.9068, 9.5778], [-2.9505, -1.9783, 4.3393], [0.0468, 1.5041, 8.3132], [4.3641, 3.4070, -4.1781], [-2.9548, -5.1732, -5.7876], [-0.4186, -1.0952, -4.4697], [-3.5601, -3.7038, -5.0195], [1.2819, -3.1280, -4.2565], [-1.3860, -3.7233, 2.1622], [3.8099, 6.4416, -3.0826], [-4.7130, -5.3678, 1.3821], [-0.9647, 0.1990, 8.9120], [0.4306, -2.7916, -5.4755], [5.1048, 2.8052, -2.9856], [0.7846, -2.8595, -3.3266], [4.2301, 0.0813, -0.3937], [-4.0787, -1.0409, 3.3484], [-1.9081, -3.3785, -6.4080], [-2.4549, -1.3651, 2.7618], [0.1335, -0.1066, 7.6036], [0.7542, -0.0083, -1.7377], [6.3327, 7.5301, -3.0686], [-2.0116, -3.3225, -8.5880], [7.0308, 6.4552, -4.2818], [0.7975, -2.1490, 2.3544], [-4.7310, 2.1867, 7.2270]],
  "total_energy_ha": -2371.020256,
  "s2": 3.762,
  "homo_energy_ev": [-7.93, -8.89],
  "orbital_gap_ev": [7.0, 8.0],
  "multiplicity": 4
}


{
  "formula": "C45H77BrF5N8O2PS2",
  "method": "ωB97M-V/def2-TZVPD",
  "elements": ["H", "C", "H", "C", "H", "F", "C", "C", "C", "H", "C", "H", "N", "C", "H", "H", "H", "H", "H", "C", "H", "C", "H", "H", "H", "H", "O", "H", "H", "C", "H", "N", "C", "H", "H", "H", "C", "C", "H", "P", "C", "O", "C", "H", "H", "N", "H", "S", "H", "H", "C", "H", "H", "C", "H", "C", "C", "C", "H", "H", "H", "H", "H", "H", "H", "H", "C", "C", "H", "H", "H", "H", "H", "H", "C", "N", "Br", "H", "H", "H", "H", "N", "H", "C", "H", "H", "N", "H", "H", "C", "H", "C", "H", "C", "H", "H", "H", "H", "C", "H", "F", "C", "N", "H", "N", "C", "C", "H", "C", "H", "C", "H", "C", "F", "C", "C", "C", "H", "H", "C", "H", "H", "H", "S", "H", "H", "C", "H", "C", "C", "C", "F", "H", "H", "C", "H", "H", "F", "C", "H", "C"],
  "xyz": [[-6.5422, 1.0410, -5.8337], [-0.0281, 1.1376, 0.9102], [-8.0190, 1.9412, -6.1536], [4.8960, -0.7652, -3.7055], [2.2930, -0.2517, -0.1307], [1.4697, 2.5534, -0.4877], [-5.3358, 0.8114, -3.4289], [-1.9743, -4.8597, -0.0880], [2.2515, 5.8785, 4.0791], [-1.5650, -4.1954, 0.7259], [1.4141, 1.7291, 0.6531], [2.0294, 3.7943, 3.5517], [-6.2055, -6.3182, -2.4365], [-6.1662, 2.0287, -3.1981], [3.2637, 5.9241, 3.6682], [-6.4467, 2.0708, -2.1433], [-0.8798, 3.2768, -0.5448], [-9.1488, -7.0843, -1.4915], [1.5698, 6.2165, 3.2930], [-5.4224, -0.0087, -0.0970], [13.0007, 3.6829, -0.8200], [-7.4194, 1.9841, -4.0766], [-2.4477, -1.5402, 6.8538], [-5.7728, -2.5413, 5.2179], [0.8780, -1.8103, -0.0046], [-4.8367, -2.2548, -1.2818], [0.7826, 0.3619, 3.2321], [0.8954, 4.3263, 4.7852], [-4.7647, -4.4568, 0.8065], [-8.6893, -6.0938, -1.5283], [6.9801, 0.0866, -5.3752], [-0.1631, -1.2526, 1.9376], [-2.9757, -1.6059, 5.8592], [-9.2689, -5.4784, -2.2195], [-3.7822, -4.9861, -1.3883], [12.5381, -0.3661, -2.2228], [-3.0330, 0.8714, -0.8959], [5.6610, -1.0454, -6.5848], [6.0409, 0.5197, 0.4944], [0.1056, -0.0060, -1.8815], [12.7331, 2.6699, -0.5126], [-0.7502, -1.2560, -2.6942], [0.2460, 0.1410, 2.1550], [6.3990, -1.8439, -0.1415], [2.4166, 7.8395, 4.9834], [8.9109, -1.7848, -2.1187], [7.4746, 2.3210, -0.3875], [-7.3057, -1.4699, 2.1824], [-1.1980, 5.0658, 2.0391], [-6.8345, -6.3676, 0.6013], [-0.5998, 4.8223, 1.1078], [5.8623, -2.5768, -4.3313], [5.1243, 0.2929, -3.5476], [6.7447, 0.2875, -0.3085], [-5.5688, 2.9150, -3.4254], [-3.2355, -4.1959, -0.8038], [7.2424, -1.1497, -0.1353], [-5.4354, -1.5156, 4.8758], [-0.8005, -2.2560, 0.2603], [7.7672, -1.2625, 0.8163], [-8.0208, 1.1079, -3.8179], [2.8569, 6.5122, 6.0651], [-6.3266, -0.8352, 4.7769], [-2.5137, 1.8436, -1.1017], [-2.3293, -1.0335, 5.1237], [-8.2304, -4.4549, -0.2016], [-5.1973, -2.4805, -0.2405], [-4.4240, -0.9811, 6.0025], [-3.5249, -3.1748, 1.1443], [-1.1514, -5.0882, -0.8332], [6.9003, -1.4843, -3.4281], [-4.3542, 0.1326, 5.8462], [8.5714, 1.1568, -1.1187], [-1.5568, -0.7969, -3.0297], [1.9232, 4.4315, 4.4308], [10.2769, 2.6960, 0.4964], [-0.4089, 1.8591, -3.0415], [13.8058, 1.7477, -2.1331], [-0.8678, 5.6454, 0.3732], [-6.3802, 0.4275, 0.3347], [-2.8865, -3.3313, -1.4516], [4.8611, -1.1130, -7.4271], [-6.2643, -2.8385, -0.1900], [-5.6660, -1.4037, 1.8935], [-7.9220, -5.7960, 1.8606], [-5.6015, -0.2293, -1.1862], [-5.0253, -1.2547, 0.6000], [8.4365, 1.2573, 0.6426], [11.4257, 0.1920, -0.9807], [7.8757, 1.3106, -0.2904], [-2.9703, -2.6904, 5.5556], [8.1704, -1.5051, -1.2484], [0.5031, 4.7615, 1.3026], [-7.2941, -6.2182, -2.0401], [-4.8184, -1.1701, 7.0454], [4.0683, -0.8355, -4.4151], [12.1127, 2.0623, -2.4921], [-2.5217, -0.2660, 0.9249], [6.1256, -1.5234, -4.1977], [6.1971, 0.3785, -1.2514], [3.2290, 0.3374, 1.6511], [-7.0984, 1.9426, -5.5669], [-0.3073, 6.8098, 6.2655], [2.5953, 4.0548, 5.2072], [-4.6899, -0.1392, -3.6131], [-4.3331, 1.1450, -0.0147], [-4.1994, -3.6005, 0.3384], [7.5710, -1.5222, -5.8084], [11.3530, 2.6848, 0.0540], [-2.2945, -5.8219, 0.4223], [-0.5918, 0.0288, -0.1173], [13.4334, 2.3559, 0.2649], [0.7737, 6.8141, 5.8352], [-0.7422, 2.6864, 2.7474], [-8.6687, -5.4555, -0.1398], [-0.0780, -1.3974, 0.4301], [12.7975, 1.7193, -1.7114], [-8.0304, 2.8660, -3.8680], [-4.1056, 1.2902, 1.0854], [-1.0750, 2.2135, 1.4404], [-2.3419, 3.6968, 0.4061], [-4.8536, 2.0952, -0.3535], [-3.4050, 0.4205, -1.8707], [-4.4904, -1.5657, 3.2991], [-2.1121, 1.7764, 1.5649], [13.1257, -0.1027, -0.5751], [-1.2283, 3.4904, 0.5136], [-9.6962, -5.3351, 0.2133], [-2.1617, -0.2299, -0.1531], [2.5744, 0.6594, 0.4568], [12.4513, 0.2792, -1.3467], [1.8413, 2.5589, 1.6995], [-6.5068, 2.8124, -5.8651], [0.6904, -1.7779, 2.1953], [2.1602, 6.8209, 5.2823], [-8.3054, -7.2814, 0.9790], [-2.4217, -1.2280, -0.6152], [3.5650, 1.3051, -0.3179], [6.6871, -0.9580, -5.5039], [4.5466, -1.1821, -2.7578], [-7.8868, -6.2759, 0.8804]],
  "total_energy_ha": -6560.314235,
  "homo_energy_ev": -8.85,
  "smiles": "CCCCN(CCCC[C@]1(P(O)Br)CNC(=O)[C@@]1([C@@H](F)CC)C(F)(F)C(F)F)C(=S)SCCC.CCCC#N.CCCC#N.CCCC#N.CCCC#N.CCCC#N.CCCC#N",
  "orbital_gap_ev": 8.4,
  "multiplicity": 1
}


{
  "formula": "C45H83BaN2O13",
  "method": "ωB97M-V/def2-TZVPD",
  "elements": ["H", "H", "H", "H", "C", "O", "H", "C", "C", "C", "C", "O", "O", "H", "C", "C", "H", "H", "H", "H", "N", "H", "H", "H", "H", "C", "H", "H", "H", "H", "H", "H", "H", "H", "H", "H", "C", "H", "C", "H", "O", "C", "H", "H", "C", "C", "O", "C", "H", "H", "C", "C", "C", "H", "H", "H", "H", "C", "H", "H", "C", "H", "H", "H", "O", "C", "H", "H", "C", "H", "C", "H", "H", "H", "H", "H", "C", "H", "O", "C", "O", "C", "H", "H", "H", "O", "N", "C", "C", "C", "H", "H", "C", "C", "H", "C", "H", "H", "C", "H", "H", "H", "C", "H", "Ba", "H", "C", "H", "H", "C", "H", "H", "C", "H", "C", "H", "H", "C", "H", "O", "H", "C", "H", "O", "H", "H", "C", "C", "C", "H", "H", "H", "C", "H", "H", "H", "O", "H", "H", "H", "C", "C", "O", "H"],
  "xyz": [[2.2158, 7.0953, -0.1670], [2.4879, 4.4868, 3.1857], [-1.7730, -2.8257, 0.0925], [4.9887, 0.1366, -3.7632], [-5.6840, -3.5501, 4.0168], [3.6756, -1.2898, 3.9106], [-3.0037, -1.8287, 2.0837], [-5.7810, -4.3688, 2.8119], [0.2310, 6.6575, -0.6843], [-0.3649, 2.6961, -0.5921], [4.3264, -0.2645, -1.7154], [-1.9216, 3.5975, -4.3534], [-0.6998, 5.8664, -0.9336], [0.3678, 3.3941, -0.1869], [-6.7126, -0.4572, -1.4380], [-0.1721, -1.2563, 1.2200], [-3.9038, -5.3886, 3.2868], [5.5828, -0.2475, -0.0434], [-3.1592, -1.9572, -0.4615], [0.7152, -5.2659, 1.8556], [-1.6318, 0.5814, 0.0758], [6.2945, -0.4394, -2.6221], [4.8340, -2.9881, 2.2829], [4.9490, 3.6624, 0.7119], [3.1872, -3.2273, -0.9315], [2.8975, -3.3470, 4.7707], [1.3168, 1.7642, 1.4857], [1.7494, -3.1551, 0.9500], [-5.1677, -6.4359, 2.6313], [-1.6761, 5.1672, -6.4364], [0.4003, -0.0536, 2.8263], [5.0531, -1.9026, -0.5410], [-8.2855, -0.5680, -2.8545], [-1.2081, 8.2980, -0.2673], [-0.6861, 6.4143, -5.3919], [1.8866, 5.2963, -0.1647], [2.5963, -6.5284, -0.5358], [4.0038, -0.7880, 0.3825], [2.0308, -4.1261, 0.5699], [-1.6323, -1.5343, -1.1543], [5.1340, 5.6356, 2.0145], [-1.3766, 5.5746, -5.4707], [-5.5886, -4.1827, 4.8993], [-1.4555, 1.6279, 2.6942], [3.4573, 4.8580, 3.5184], [0.0066, 2.6445, 6.2183], [4.8555, -4.5106, -2.4061], [-1.6549, -0.8016, 0.7848], [1.9242, -3.2774, 4.2848], [-2.2954, -4.5269, -3.8733], [-1.2388, 2.2827, 1.8502], [1.0922, 0.6855, -5.3408], [2.8771, -4.1657, -0.4961], [-3.1870, -0.0480, 2.0167], [0.8131, 5.2353, -4.2990], [-0.4157, -1.5295, -3.3658], [3.3295, 5.9097, 3.7747], [4.3299, 4.7572, 2.3188], [3.3610, -4.3325, 4.7257], [3.0182, 1.7022, 4.6771], [-2.8075, -2.3772, -4.0883], [1.9103, 0.7215, 5.5262], [-4.8121, -2.8965, 3.9899], [-6.5055, -2.8351, 4.0619], [-6.8008, -4.1998, 2.1320], [1.3405, 2.7832, 5.5129], [-5.7215, -0.0495, 0.5185], [1.9975, 6.1521, -1.6816], [3.8689, -2.4903, 4.0340], [-5.4962, -1.6935, -0.1339], [5.2433, -0.4872, -2.9064], [-0.0056, 8.5853, -1.5439], [1.5156, 1.6481, 3.8607], [3.2407, 3.4003, 0.9615], [-0.3411, -2.0738, 1.9209], [0.5120, 3.7410, -3.3350], [0.2699, 0.2780, -4.1103], [-1.8761, -0.5539, 2.9255], [-6.0017, 0.2265, -2.1973], [0.4307, 4.2146, -4.3133], [3.4161, 0.4814, -1.7458], [1.3768, -5.2338, 1.0025], [-7.0386, -1.2132, 0.5359], [-0.4961, 3.0483, 2.0744], [-0.0140, 1.7637, 6.8601], [-0.5974, 0.9345, -3.5884], [4.2655, -5.5098, -2.1463], [4.1888, 3.5338, 1.4824], [0.7157, 1.0259, 0.9550], [-8.1826, -0.9517, -1.8395], [-4.2976, -5.4658, 1.5814], [-8.9695, -0.4817, -1.2496], [-0.6810, 1.6236, 0.5925], [-3.1150, -2.5599, -5.5632], [6.0018, -2.9879, 3.6421], [4.7574, -0.8629, -0.4014], [4.9120, -4.2919, 3.3556], [0.3922, -1.6513, 0.3752], [0.5575, -1.0825, -3.5688], [-2.7438, -1.7387, -6.1763], [5.0025, -1.5011, -3.2258], [1.0908, -1.0925, -2.6183], [4.9765, -3.2039, 3.3418], [0.2636, 1.0490, -5.9485], [-3.3200, 1.4610, -3.0672], [-0.6953, 2.4894, 5.3989], [1.7114, -6.4915, 0.4987], [2.8670, -7.5272, -0.8446], [0.9441, 3.5007, -4.9574], [-6.1888, -0.8564, -0.0459], [1.2497, -7.3670, 0.9308], [1.9374, 1.2937, -5.0185], [-1.0664, 4.3561, -4.6752], [1.2861, 0.8020, 0.0535], [-0.1698, 8.1437, -0.5610], [-1.7068, -3.2497, -2.6946], [-0.1282, 3.5641, 6.7878], [3.2237, -5.3877, -1.0241], [1.4549, -0.1830, -5.8907], [4.4999, -6.5875, -2.6403], [-4.1913, -2.6640, -5.7002], [1.9501, 1.5819, 4.8582], [-2.3186, 5.9193, -5.0443], [-2.7948, -1.3104, -3.4968], [3.8183, 4.3106, 4.3892], [1.6890, -0.6607, 1.8491], [1.6989, 6.2597, -0.6388], [-4.7325, -5.4379, 2.5805], [0.7050, -0.1955, 1.7894], [-1.2991, 3.0657, -1.0149], [-8.1000, -2.0365, -1.7722], [4.4873, 2.5467, 1.8353], [-2.4781, -0.8739, 2.0750], [-2.6245, -3.4437, -5.9711], [-2.1479, 2.8359, 1.6143], [-3.4638, -3.8239, -2.7592], [-2.9415, 1.1019, -0.3248], [1.0895, -1.8089, -4.1832], [0.1281, 2.1974, -1.4266], [0.5916, 8.5553, 0.1015], [-2.1037, -1.8347, -0.2186], [-2.5324, -3.6352, -3.2929], [1.8306, 3.8676, 5.3853], [2.7844, -3.0611, 5.8164]],
  "total_energy_ha": -2877.239463,
  "s2": 0.763,
  "homo_energy_ev": [-2.71, -6.16],
  "orbital_gap_ev": [1.5, 4.9],
  "multiplicity": 2
}


Look up the multiplicity of the third one.
2


Which formula does entry 1 have?
C45H68N3O6